Record 1
44
Properties=species:S:1:pos:R:3 method="wB97M-V/def2-TZVPD" multiplicity=1 e_lumo_ev=-1.66
O 16.09006 2.90584 -8.97755
H 15.90809 2.00607 -8.69669
H 16.19601 3.02429 -9.92431
H 16.82473 3.33147 -8.52954
As 18.68765 -1.78375 -10.00219
F 19.54890 -3.11115 -9.27135
F 18.25348 -1.13957 -8.36783
F 17.96062 -0.25168 -10.70567
F 19.11288 -2.25878 -11.65937
F 17.09385 -2.64871 -10.04532
F 20.19006 -0.82641 -9.97681
C 17.46358 6.41448 -6.05423
C 18.73479 5.58598 -6.37847
O 18.60484 5.26946 -7.79293
H 17.49672 7.30645 -6.67986
H 17.48306 6.66994 -4.99477
H 16.55983 5.86554 -6.31879
H 18.96912 4.77859 -5.68471
H 19.57289 6.27945 -6.30923
H 18.77935 6.03290 -8.34818
C 11.60130 2.77547 -5.94997
C 12.07500 1.61425 -5.04643
C 11.02372 0.49408 -5.07120
O 13.27567 1.14778 -5.66482
H 10.54699 3.03943 -5.86720
H 11.74261 2.44423 -6.97876
H 12.20682 3.66522 -5.77731
H 12.30898 2.02916 -4.06603
H 10.06061 0.97250 -4.89333
H 11.24935 -0.09797 -4.18425
H 10.99072 -0.09857 -5.98541
H 13.68755 0.50472 -5.08307
C 16.12574 6.24280 -14.02139
C 15.53009 5.76432 -12.73363
C 14.12841 6.36904 -12.59378
O 15.34885 4.34520 -12.77907
H 15.88009 7.30137 -14.10619
H 15.62676 5.75443 -14.85842
H 17.20690 6.14505 -14.11957
H 16.12675 5.84448 -11.82497
H 13.75524 6.97799 -13.41721
H 14.37157 7.09881 -11.82150
H 13.44443 5.63937 -12.16035
H 14.82861 4.11311 -13.55178



Record 2
41
Properties=species:S:1:pos:R:3 method="wB97M-V/def2-TZVPD" multiplicity=1 e_lumo_ev=-3.21
Cd 6.79999 -6.03548 -13.84272
C 4.20568 -9.36269 -16.57261
O 5.21049 -8.72838 -15.83540
H 4.43586 -10.34127 -16.99391
H 3.34557 -9.41109 -15.90480
H 3.85953 -8.75994 -17.41223
C 7.99801 -1.50505 -13.16463
O 7.99535 -2.86547 -12.78277
H 7.99040 -0.96914 -12.21550
H 8.87987 -1.17577 -13.71417
H 7.03714 -1.23845 -13.60481
C 3.42213 -5.44142 -13.57869
O 4.38093 -5.94647 -12.64291
C 3.71953 -6.44238 -11.46531
C 4.75720 -6.80995 -10.40600
N 5.82922 -7.55298 -11.01666
C 6.79363 -7.76749 -9.94607
C 7.47579 -9.06600 -10.30204
O 6.59787 -10.18980 -10.55429
C 5.98548 -10.86384 -9.47074
H 2.90873 -4.58096 -13.14958
H 2.74957 -6.26361 -13.82317
H 3.87591 -5.06984 -14.49744
H 2.99735 -7.23395 -11.66526
H 3.04105 -5.72847 -10.99831
H 4.21912 -7.35588 -9.63107
H 5.13741 -5.89968 -9.94237
H 5.46008 -8.49099 -11.07978
H 6.27719 -7.97452 -9.00878
H 7.47867 -6.93280 -9.79739
H 8.11095 -9.37378 -9.47141
H 8.18525 -8.91995 -11.11655
H 6.66123 -11.61425 -9.06045
H 5.07327 -11.34636 -9.82168
H 5.61899 -10.19205 -8.69454
O 6.79157 -4.70238 -17.00006
H 7.09475 -3.98987 -17.56277
H 6.50501 -5.38342 -17.60859
O 9.75998 -7.19967 -14.07282
H 10.25410 -7.74314 -14.68659
H 10.35428 -7.07166 -13.33346